No. 1
42
Properties=species:S:1:pos:R:3:lowdin_charge:R:1 method="wB97M-V/def2-TZVPD" smiles="CCCCOCCCNS(=O)(=O)Cc1ccccc1" homo_lumo_gap_ev=9.9 e_homo_ev=-9.14 e_lumo_ev=0.7
C -0.25 -2.74 1.79 -0.14
H 2.00 1.26 3.41 0.12
C 2.54 -0.37 2.15 -0.23
C -0.57 -0.22 -2.33 -0.16
H -0.33 -2.70 -0.37 0.11
H -3.16 3.45 -1.21 0.10
C -4.28 1.63 -1.30 -0.09
H 4.60 0.88 0.55 0.07
H 3.49 2.19 0.17 0.07
O 1.47 -1.22 -1.00 -0.30
H -5.21 2.09 -1.03 0.10
S 0.41 -0.26 -0.80 0.64
C 4.27 1.87 0.85 -0.11
C -1.87 0.42 -2.01 -0.29
C -3.04 -0.34 -1.90 -0.05
H 4.48 1.41 2.95 0.10
H -1.91 -2.49 0.43 0.11
H 5.12 2.55 0.77 0.07
H 1.76 -2.50 1.01 0.11
H -0.32 -3.82 1.82 0.12
C -0.84 -2.23 0.47 -0.24
H 3.59 2.89 2.61 0.10
H 1.70 1.53 1.68 0.09
C -4.23 0.26 -1.55 -0.08
C 2.41 1.12 2.41 -0.19
C -3.13 2.38 -1.41 -0.07
H 3.23 -0.84 2.86 0.13
O 0.78 1.07 -0.44 -0.29
N -0.72 -0.80 0.30 -0.12
H 0.02 0.35 -3.04 0.11
O 1.25 -0.95 2.28 -0.17
H -1.03 2.37 -1.83 0.11
C 1.21 -2.32 1.95 -0.23
H -0.81 -2.32 2.63 0.12
C 3.74 1.86 2.28 -0.26
H 1.69 -2.91 2.75 0.13
H -3.00 -1.40 -2.09 0.11
H -0.60 -0.30 1.17 0.11
H 2.91 -0.55 1.13 0.11
H -5.13 -0.33 -1.47 0.10
C -1.93 1.79 -1.76 -0.04
H -0.67 -1.25 -2.66 0.10

No. 2
43
Properties=species:S:1:pos:R:3:lowdin_charge:R:1 method="wB97M-V/def2-TZVPD" homo_lumo_gap_ev=9.0 e_homo_ev=-8.40 e_lumo_ev=0.6
H 3.33 -0.49 -2.66 0.21
H 3.52 -0.60 -0.21 0.13
H -3.35 0.35 1.25 0.12
C -2.29 -1.35 0.41 -0.39
H -5.52 -0.86 1.76 0.09
C -2.40 -2.75 0.23 -0.26
H -0.86 2.04 -0.76 -0.01
C 0.10 -0.62 -0.01 -0.49
H 2.38 0.28 0.69 0.14
O -0.48 1.43 1.57 0.09
H 1.71 0.43 -3.18 0.05
C 0.68 0.47 -0.89 -0.19
H -3.85 -0.60 -0.15 0.10
C -3.19 -3.52 1.16 -0.23
O 4.20 1.82 -1.57 -0.11
H -3.46 -4.59 0.67 0.17
C 2.46 0.40 -2.65 -0.13
C 0.03 2.07 -0.69 0.10
H 3.77 1.62 -3.63 0.14
C 3.35 1.54 -2.62 -0.21
C -4.50 -1.28 1.90 -0.10
H 0.78 2.64 -1.31 0.14
C 0.32 2.15 0.80 -0.48
H -5.27 -3.34 1.96 0.07
C -4.66 -2.96 1.14 -0.12
O 1.29 2.94 1.21 -0.01
C 3.83 1.39 -0.43 -0.32
H -1.44 -3.29 -0.05 0.15
H -1.68 -1.41 1.84 0.21
H -2.85 -3.52 2.10 0.06
O -1.27 -0.63 -0.13 0.01
H 3.16 2.43 -0.28 0.16
H -2.89 -2.58 -0.94 0.20
N 1.89 0.13 -1.37 -0.14
C -3.62 -0.67 0.86 -0.23
H 0.29 0.11 -1.92 0.18
H 2.72 2.53 -2.40 0.16
C 2.90 0.29 -0.29 -0.15
H -5.13 -2.98 0.20 0.07
H 4.64 1.43 0.45 0.18
H -0.19 1.79 2.53 0.22
H -3.86 -1.60 2.97 0.18
O 0.54 -1.28 0.77 0.23

No. 3
54
Properties=species:S:1:pos:R:3:lowdin_charge:R:1 method="wB97M-V/def2-TZVPD" smiles=ClCCl.ClCCl.ClCCl.ClCCl.ClCCl.ClCCl.CC#N.CC#N.CC#N.CC#N homo_lumo_gap_ev=11.1 e_homo_ev=-11.01 e_lumo_ev=0.1
H -1.40 3.61 -3.99 0.01
H -3.76 -0.73 -0.82 -0.02
C 2.44 -5.09 -0.25 -0.32
H -1.68 -2.97 -3.80 0.03
Cl -0.91 1.23 5.59 0.51
Cl -2.15 -4.84 0.93 0.51
Cl -0.54 2.31 -2.35 0.49
C 2.32 4.69 -2.66 -0.30
H -2.90 -0.10 5.19 0.01
C 1.53 -6.02 -0.83 -0.09
H -2.83 -3.35 -2.48 0.04
N 1.72 5.53 5.92 0.12
H -0.04 3.96 3.89 0.06
Cl -2.34 4.52 -2.15 0.59
C 0.18 0.43 0.78 -0.99
N 2.17 -3.39 -4.29 0.11
H 3.47 4.28 -1.01 0.11
H 0.92 -6.57 -0.09 0.08
C -0.86 -3.73 1.37 -1.09
H -0.12 4.39 -3.12 -0.02
H 0.77 5.11 2.88 0.07
H 1.67 4.10 -0.81 0.02
H -2.26 0.77 3.76 0.00
Cl -3.05 -1.14 -3.43 0.52
H -0.27 -3.49 0.47 -0.06
H -1.33 -2.87 1.82 -0.08
Cl -1.20 -1.36 4.27 0.48
H 2.15 -0.61 -2.76 0.08
Cl -3.41 -1.04 1.59 0.51
C 2.72 -1.51 -2.51 -0.09
Cl 0.23 -4.38 2.65 0.48
Cl -3.22 1.44 -0.04 0.54
N 2.26 4.72 -3.80 0.15
C 0.93 4.40 3.68 -0.10
H -0.17 0.37 -0.31 -0.01
H 2.55 -1.90 -1.51 0.03
C 1.42 5.04 4.89 -0.26
C 2.40 -2.56 -3.47 -0.28
C -3.95 -0.14 0.09 -0.96
C -2.04 0.20 4.66 -0.96
H 1.59 3.64 3.28 0.04
H 2.30 5.67 -0.80 0.08
Cl -0.99 -2.07 -1.65 0.54
C 2.45 4.70 -1.22 -0.06
H 2.04 -6.81 -1.44 0.10
H -0.60 0.42 1.51 -0.03
Cl 1.12 -1.07 1.01 0.54
N 3.14 -4.24 0.09 0.15
H -5.00 -0.02 0.10 0.01
H 0.81 -5.42 -1.48 0.10
Cl 1.19 1.87 1.13 0.53
H 3.78 -1.28 -2.55 0.08
C -2.16 -2.59 -2.91 -0.93
C -1.06 3.88 -3.03 -1.05

No. 4
47
Properties=species:S:1:pos:R:3:lowdin_charge:R:1 method="wB97M-V/def2-TZVPD" s2=0.78 homo_lumo_gap_ev="8.5 / 5.3" multiplicity=2 e_homo_ev="-8.82 / -7.94" e_lumo_ev="-0.3 / -2.6"
H -14.28 19.89 -28.65 0.12
H -8.52 21.89 -25.63 0.12
O -10.15 20.77 -30.89 -0.08
H -7.26 21.04 -26.62 0.13
C -14.23 18.84 -28.93 -0.13
H -16.70 19.87 -28.45 0.08
C -10.57 21.64 -31.75 -0.34
C -9.03 21.55 -27.66 -0.43
H -11.42 18.29 -28.30 0.08
H -13.69 16.59 -30.73 0.08
H -16.99 18.09 -28.30 0.08
H -8.12 18.74 -24.29 0.09
C -8.31 21.09 -26.34 -0.17
H -13.41 23.61 -32.32 0.14
H -8.84 23.62 -27.27 0.09
H -8.89 20.89 -28.51 0.13
C -12.50 23.07 -32.51 0.07
C -8.52 19.75 -24.33 -0.04
O -8.86 19.86 -25.78 -0.22
H -7.79 23.04 -28.59 0.09
C -12.96 16.90 -29.98 -0.05
C -9.97 21.74 -32.95 0.09
H -9.12 21.15 -33.26 0.13
C -8.76 22.91 -28.10 -0.07
H -10.55 20.74 -26.65 0.06
H -14.17 18.18 -28.06 0.12
H -7.92 20.56 -23.90 0.08
N -11.75 18.81 -29.10 -0.01
O -9.97 22.78 -35.11 0.10
H -12.98 18.87 -30.75 0.14
O -12.43 22.41 -30.34 -0.08
C -11.89 23.27 -33.72 -0.34
O -15.53 18.69 -29.70 -0.19
C -10.46 22.66 -33.98 -0.29
N -10.47 21.46 -27.35 -0.02
C -13.05 18.43 -29.76 -0.40
C -16.71 18.91 -28.97 -0.13
H -9.44 23.38 -28.82 0.09
Li -11.50 20.95 -29.07 0.62
H -13.21 16.49 -29.00 0.07
H -17.48 18.89 -29.73 0.09
H -11.05 18.68 -29.82 0.06
H -10.83 22.24 -26.82 0.09
O -12.34 23.76 -34.76 0.10
H -9.48 19.77 -23.82 0.08
C -11.92 22.33 -31.52 -0.32
H -11.95 16.53 -30.18 0.08

No. 5
43
Properties=species:S:1:pos:R:3:lowdin_charge:R:1 method="wB97M-V/def2-TZVPD" smiles=CN1CCCN(C[C@@H](O)COCc2cccs2)CC1 homo_lumo_gap_ev=8.8 e_homo_ev=-8.08 e_lumo_ev=0.8
C -1.07 -0.57 -2.26 -0.14
H 0.74 1.71 -2.17 0.13
H 3.93 0.80 -0.13 0.12
H 2.17 3.92 0.33 0.08
H 0.48 1.34 3.68 0.07
H 1.71 -0.48 -2.65 0.13
C -0.02 0.46 3.35 -0.42
H -0.86 1.73 -1.41 0.12
H 3.73 3.23 -0.10 0.08
H -1.22 0.07 -3.14 0.13
H 1.08 -1.87 -1.74 0.12
H 3.12 -1.29 -0.73 0.11
H 2.48 3.42 -1.35 0.08
N 2.18 1.86 0.08 -0.23
O -3.43 -0.96 -2.34 -0.02
H -3.81 -1.54 2.57 0.13
H -0.88 -1.59 -2.62 0.13
H 1.51 -1.05 3.42 0.10
C 0.14 1.31 -1.34 -0.15
H 0.32 2.68 0.32 0.12
N 0.02 -0.14 -1.41 -0.18
H 3.12 1.11 -1.67 0.11
C 2.94 0.83 -0.62 -0.22
C -2.93 -1.78 1.96 -0.23
C 0.49 -0.79 3.20 -0.19
C 2.66 3.18 -0.29 -0.11
C 1.28 -0.79 -1.68 -0.20
C 0.74 1.73 0.02 -0.17
H -4.23 -1.07 -1.81 0.10
H 0.43 0.98 0.75 0.09
H -2.80 -2.87 1.95 0.13
O -3.24 -1.30 0.67 -0.14
H 1.87 -0.74 0.39 0.10
C -2.38 -0.61 -1.46 -0.35
H -1.25 -1.48 0.12 0.11
C -1.70 -1.15 2.53 -0.52
C 2.32 -0.56 -0.58 -0.15
C -0.48 -1.71 2.72 -0.14
H -2.58 0.38 -1.03 0.15
H -2.37 -2.63 -0.67 0.14
H -0.27 -2.75 2.54 0.11
S -1.68 0.54 2.91 1.04
C -2.25 -1.59 -0.30 -0.16

No. 6
46
Properties=species:S:1:pos:R:3:lowdin_charge:R:1 method="wB97M-V/def2-TZVPD" homo_lumo_gap_ev=8.3 e_homo_ev=-7.89 e_lumo_ev=0.4
N 1.16 0.61 -0.62 -0.03
H -5.47 0.04 1.10 -0.02
H 5.33 -0.93 -0.67 0.02
C 2.05 -3.64 0.69 -0.01
H 3.17 2.73 0.33 -0.04
H 0.31 2.98 0.41 0.14
N -4.40 -1.34 -0.32 -0.17
O 4.71 -3.22 0.18 0.01
H 1.42 2.37 2.58 -0.01
H -3.07 -0.33 -1.86 0.17
N 0.48 -1.20 -0.06 0.20
C 2.19 2.13 2.10 -0.03
C -5.45 -1.28 -1.48 -0.09
N -1.08 0.59 -0.31 0.08
H 0.54 2.17 -1.80 0.04
H -5.95 -0.28 -1.47 0.09
H -4.96 -1.64 -2.32 0.03
H 2.11 2.36 -1.68 0.13
N 4.47 -0.98 -0.62 0.23
H -6.15 -2.11 -1.09 0.10
C 4.00 -2.29 -0.28 -0.37
H 1.74 -3.29 1.52 0.03
H 2.95 1.99 2.71 0.03
N 2.70 -2.52 0.15 -0.05
H -3.77 1.07 -0.56 0.18
C 0.17 0.03 -0.47 -0.43
C 1.35 3.23 -0.15 -0.12
H -4.25 -0.87 1.70 0.04
C -4.98 -0.75 0.94 -0.14
C 2.30 0.11 -0.65 -0.11
H 1.19 3.94 -0.75 0.03
H 2.42 4.15 1.49 0.18
H -1.27 1.51 -0.32 0.10
C -3.33 -0.14 -0.67 -0.26
C 1.22 2.01 -1.20 -0.01
H -5.85 -1.71 1.27 0.16
H 2.87 -4.26 0.83 0.07
H 1.88 1.16 1.61 0.09
C 3.63 0.20 -1.06 -0.47
C -2.16 -0.11 -0.02 -0.44
O 4.32 0.91 -1.50 0.20
H 1.28 -3.96 -0.16 0.16
C 1.90 -1.33 -0.17 0.01
H -1.85 -1.30 0.55 0.22
C 2.53 3.06 0.84 -0.13
H -2.38 0.13 1.26 0.17

No. 7
48
Properties=species:S:1:pos:R:3:lowdin_charge:R:1 method="wB97M-V/def2-TZVPD" homo_lumo_gap_ev=9.4 e_homo_ev=-14.80 total_charge=+2 e_lumo_ev=-5.4
H 0.16 -2.83 1.31 0.17
N 2.28 1.67 3.87 0.22
H 5.30 1.43 2.79 0.12
H -5.20 -0.40 -1.87 0.16
H 2.23 -2.59 2.37 0.12
H 0.34 -2.97 -0.95 0.12
H 4.01 -1.74 0.20 0.12
H 2.27 2.65 4.11 0.13
C -4.25 -2.10 -3.45 0.04
C -1.21 3.25 -2.83 -0.01
C -2.51 3.64 -2.52 0.00
C 3.33 -1.34 0.95 -0.14
H -4.34 3.04 -1.57 0.13
H 2.49 -0.66 3.42 0.13
H 0.24 1.68 -2.59 0.12
C 0.38 -0.72 1.49 -0.57
H 4.43 2.84 3.21 0.13
C -2.81 1.56 -1.39 -0.23
C 2.25 -2.40 1.29 -0.13
Pt -0.73 -0.56 -1.10 1.19
H 2.51 -3.36 0.84 0.13
H 1.48 -1.81 -1.05 0.11
N 0.60 -2.06 -0.59 -0.06
N -4.20 -0.40 -1.73 0.11
O 0.59 -0.48 2.66 0.06
H 1.39 1.19 3.81 0.11
C -3.65 0.50 -0.72 -0.09
N -1.55 1.21 -1.67 -0.08
H 2.88 -0.43 0.53 0.12
C -0.77 2.03 -2.38 -0.08
H -3.05 -0.06 0.00 0.11
H -2.89 4.60 -2.85 0.13
N 3.35 -0.21 3.14 0.09
C 4.15 -0.97 2.18 -0.14
H 4.50 -1.87 2.68 0.14
C 0.81 -2.07 0.89 -0.25
H -4.34 -1.56 -4.39 0.11
O -0.26 0.11 0.71 -0.16
N 4.41 1.85 2.99 0.22
H -5.25 -2.34 -3.09 0.10
H -3.69 -3.01 -3.64 0.10
H -0.55 3.89 -3.40 0.13
H 5.05 -0.41 1.91 0.12
C 3.35 1.11 3.32 -0.42
C -3.49 -1.25 -2.48 -0.47
H -4.48 0.95 -0.18 0.14
C -3.32 2.78 -1.80 0.02
O -2.25 -1.36 -2.43 -0.11

No. 8
78
Properties=species:S:1:pos:R:3:lowdin_charge:R:1 method="wB97M-V/def2-TZVPD" homo_lumo_gap_ev=1.1 e_homo_ev=-3.60 total_charge=-1 e_lumo_ev=-2.5
H -0.86 -0.25 -5.13 0.09
B 2.71 -2.42 -7.91 -0.64
F 0.39 -1.32 7.28 0.12
F 0.03 -2.98 5.89 0.09
H 2.48 1.76 0.69 0.11
C 0.07 0.20 -4.81 -0.06
N -0.10 2.80 -4.72 0.14
C -1.22 -2.95 7.82 -0.30
F -3.41 -0.59 7.46 -0.05
H 0.56 3.32 0.93 0.08
Br 3.29 2.50 -7.13 0.60
H -4.26 0.30 1.32 0.06
C 1.69 3.20 -7.92 -1.65
H 0.33 -0.22 -3.83 0.08
Br 0.54 1.76 -8.49 0.60
C -4.23 -0.41 0.50 -0.08
F -1.03 0.40 8.85 0.07
H 5.12 -5.17 -7.10 0.10
N 5.40 -4.23 -6.86 0.21
O 3.68 -3.31 -8.38 0.34
C 1.91 2.07 -0.20 -0.25
O 3.07 -1.61 -6.82 0.27
H -2.17 -0.87 0.79 0.09
O 5.33 -1.86 -7.46 0.24
H 0.85 -0.10 -5.51 0.06
H -3.98 0.11 -0.43 0.06
F -2.93 1.42 9.24 0.04
B 4.82 -3.16 -7.60 -0.73
C -0.58 -2.08 6.73 -0.43
Al 7.85 -3.86 -5.05 0.69
C -2.64 0.50 7.10 -0.52
O -3.39 -2.11 1.90 -0.14
C -1.51 -1.24 5.85 -0.07
H 1.35 1.25 -2.12 0.09
H -3.03 -2.12 -0.13 0.08
H 2.45 2.92 -0.63 0.11
Br 2.03 4.45 -9.34 0.59
F -2.24 2.25 2.23 0.19
C -3.10 -1.49 0.78 -0.49
H -1.02 -1.21 4.87 0.11
F -2.11 0.28 3.34 0.17
O 0.12 -2.51 -6.57 0.20
C -0.03 1.65 -4.75 -0.29
O -0.56 5.29 5.31 -0.20
O -3.04 5.18 5.68 -0.14
H 6.40 -4.15 -6.73 -0.15
B 4.37 -1.13 -6.78 -0.36
Be -4.07 -1.44 9.54 0.34
H -0.08 2.83 -0.64 0.08
O -1.61 6.54 7.15 -0.18
H -0.50 -3.11 -9.65 0.12
H 2.92 0.72 -1.54 0.11
F -3.48 1.38 6.56 0.18
O -0.76 -3.02 -8.72 0.21
H 4.66 -0.17 -6.15 0.10
H -2.46 -1.76 5.69 0.16
O -1.50 4.02 7.26 -0.24
O -1.71 0.11 6.17 0.01
H -0.02 1.68 0.71 0.06
F -0.30 1.77 3.38 -0.22
B -1.84 1.63 3.39 -1.23
H -5.19 -0.91 0.39 0.06
F -2.31 2.24 4.49 0.22
C -1.98 1.19 8.30 -0.28
H -0.26 -3.30 -6.17 0.13
F -1.88 -2.19 8.73 -0.07
H -1.55 2.14 7.96 0.13
O 1.51 -2.34 -8.54 0.34
H 1.17 3.73 -7.13 -0.04
H -1.91 -3.67 7.38 0.17
N 0.85 -1.28 -0.32 0.15
C 1.30 -0.30 -0.72 -0.24
P -1.68 5.23 6.35 -0.11
Cl 0.84 0.89 4.42 0.87
C 1.90 0.94 -1.23 -0.20
B 0.29 -2.63 -7.93 -0.76
F -0.26 -3.63 8.49 0.09
C 0.51 2.50 0.22 -0.10

Number 1: DFT total energy -1225.9087 Eh. Number 2: DFT total energy -977.7058 Eh. Number 3: DFT total energy -6289.1026 Eh. Number 4: DFT total energy -1116.2572 Eh. Number 5: DFT total energy -1205.9878 Eh. Number 6: DFT total energy -1026.2544 Eh. Number 7: DFT total energy -1221.0471 Eh. Number 8: DFT total energy -11719.2606 Eh.